C4H11N3O as an isolated structure, computed with ωB97M-V/def2-TZVPD.

## Properties
Frontier orbital gap: 7.981 eV
ΔE to the lowest compared entry with this formula, charge and spin: 101.1 kcal/mol
E_LUMO: 0.0281 Ha
E_HOMO: -7.215 eV

Structure (ORCA input):
```
! RIJCOSX wB97M-V def2-TZVPD def2/J DEFGRID3
* xyz 0 1
C 1.3219 0.4367 0.4415
C -1.5649 -0.9936 -1.1598
C -0.0001 0.6376 -0.0056
C -0.6987 -0.6370 0.0342
N 2.3756 -0.0649 -0.4126
N -0.6243 1.8284 -0.3053
N -1.4247 -0.9094 1.2703
O 1.8598 1.4277 1.2726
H 2.7869 1.5522 1.0257
H 0.5718 -1.0280 0.4489
H 2.7157 -0.9686 -0.1052
H 2.1114 -0.1184 -1.3880
H -0.0333 2.6458 -0.2973
H -1.5312 1.9797 0.1150
H -1.6126 -1.9030 1.3663
H -0.8770 -0.6226 2.0759
H -2.5227 -0.4685 -1.1171
H -1.0744 -0.7289 -2.0959
H -1.7790 -2.0651 -1.1638
*
```